#A
Below is a cluster of 9 separate species, C18H57N3O12 in total, with properties calculated with ωB97M-V/def2-TZVPD.

Last column: Löwdin charge in e.
Atoms and positions in Å:
N  1.155  -0.090  3.885  0.04
H  -5.089  -3.460  -1.732  0.10
H  1.457  3.026  -1.472  0.09
C  3.094  1.341  4.162  -0.25
C  3.058  2.386  -4.415  -0.18
H  4.271  1.121  -2.654  0.08
O  3.501  -1.700  3.052  -0.09
H  3.743  0.488  4.393  0.12
C  3.792  -0.742  0.745  -0.19
C  1.717  0.686  6.103  -0.08
O  0.393  0.448  -5.472  -0.04
O  -4.719  -1.539  -1.124  -0.23
C  -5.699  -1.266  2.443  -0.05
C  -1.890  -1.336  2.023  -0.26
H  1.967  0.993  -3.310  0.13
H  -5.509  -2.734  0.281  0.13
O  4.171  1.543  -4.854  -0.20
C  -5.581  -1.674  -0.049  -0.23
O  -0.786  -2.874  -0.246  -0.02
C  1.520  2.969  -2.580  -0.04
H  3.443  3.414  -4.387  0.13
H  0.717  0.188  6.385  0.11
C  2.491  1.939  -3.096  -0.44
H  1.820  3.921  -2.987  0.07
H  2.403  -2.360  1.365  0.14
C  -5.016  -2.438  -2.200  -0.07
H  0.526  -1.662  -5.339  0.12
H  -1.540  -1.973  -4.213  0.12
H  -3.428  -0.423  3.227  0.09
H  -0.817  -1.466  2.076  0.11
O  -2.193  0.006  -4.487  -0.09
O  -2.667  0.631  -1.058  -0.02
H  4.202  -2.678  1.465  0.12
H  0.374  -0.535  4.323  0.05
C  -5.170  -0.693  1.072  -0.40
C  5.004  2.699  4.057  -0.09
C  4.362  1.698  -6.229  -0.13
C  -2.376  -0.706  3.311  -0.24
H  5.595  1.850  4.205  0.06
H  1.170  -0.381  0.000  0.03
O  3.690  2.540  4.574  -0.18
H  -1.757  0.174  3.470  0.11
H  -3.048  1.484  -1.071  0.02
H  -1.049  -3.250  -1.074  0.04
C  3.413  -1.938  1.671  -0.23
H  -3.413  0.035  -0.913  0.01
H  -4.199  -2.462  -2.904  0.07
O  -2.692  -2.471  1.783  -0.06
H  2.749  -1.288  3.486  0.02
H  -2.118  -0.532  1.287  0.11
H  -6.699  0.768  0.711  0.08
H  2.322  2.272  -5.223  0.11
H  -0.608  -1.980  -0.415  -0.05
H  -2.471  -2.348  4.235  0.07
H  -0.660  -0.776  -3.279  0.12
H  -6.000  -2.094  -2.654  0.11
H  -5.390  -0.551  3.243  0.08
H  -5.215  1.107  0.144  0.02
O  -2.168  -1.479  4.498  -0.06
H  -6.632  -1.420  -0.352  0.14
H  0.571  2.728  -3.007  0.06
H  -4.113  -0.722  1.122  0.07
H  1.022  1.987  4.504  0.17
H  -2.299  0.451  -3.619  0.07
C  -0.167  -0.848  -5.419  -0.24
H  4.602  -0.179  1.122  0.10
H  1.888  1.517  6.807  0.09
H  -2.247  -2.989  1.116  0.06
O  0.337  -0.480  -0.573  -0.12
H  2.492  -0.104  6.174  0.09
H  0.850  0.203  2.896  0.12
H  2.898  1.471  3.088  0.12
H  3.432  1.453  -6.753  0.09
H  4.744  2.656  -6.518  0.08
N  3.528  1.585  -2.126  0.04
H  -0.342  1.008  -5.538  0.05
N  -5.700  0.656  0.849  0.06
H  4.053  2.295  -1.615  0.09
H  -5.145  -2.188  2.602  0.06
H  -0.759  -0.946  -6.312  0.12
O  2.698  0.152  0.424  -0.13
H  5.421  3.572  4.602  0.10
H  4.864  2.882  2.979  0.09
H  2.950  0.737  -0.298  0.04
H  -6.754  -1.504  2.419  0.07
H  5.114  0.926  -6.433  0.10
H  4.172  -1.179  -0.175  0.11
C  1.715  1.059  4.681  -0.45
H  -0.241  0.336  -0.615  0.06
C  -1.105  -0.942  -4.276  -0.23

Output
HOMO-LUMO gap in eV: 9.56
LUMO level in eV: 0.270
Molar mass in g/mol: 507.66
Highest occupied orbital energy in Eh: -0.3415
SMILES: COC[C@H](C)N.COC[C@H](C)N.COC[C@H](C)N.OCCO.OCCO.OCCO.O.O.O
Multiplicity: 1

***

#B
Below is a cluster of 9 separate species, C18H57N3O12 in total, with properties calculated with ωB97M-V/def2-TZVPD.

Last column: Löwdin charge in e.
Atoms and positions in Å:
H  0.176  -2.742  1.297  0.02
O  0.747  0.081  3.211  -0.07
H  -3.658  2.339  -6.215  0.09
H  -3.471  3.557  0.539  0.09
H  1.510  0.240  -1.493  0.12
H  -0.300  -0.819  -4.745  -0.01
H  0.633  -0.792  2.845  -0.01
H  -5.423  -2.067  -1.893  0.08
C  4.012  -0.622  5.881  -0.11
O  -2.509  1.748  -4.546  -0.20
H  -3.237  1.474  3.588  0.11
H  0.739  3.126  -2.272  0.11
C  -3.474  1.464  -5.574  -0.07
C  -2.958  1.616  -3.205  -0.21
O  1.945  0.786  -3.302  -0.24
H  -1.440  0.610  1.922  0.09
H  5.879  -0.583  3.978  0.13
H  2.833  -1.058  0.135  0.08
O  4.441  -2.082  -0.628  -0.19
O  -2.317  -2.735  -2.798  -0.11
O  2.471  1.807  1.816  -0.08
H  -4.354  4.639  1.545  0.08
H  4.884  -0.578  6.535  0.08
N  -0.617  1.599  -2.525  -0.09
H  -2.132  2.015  -1.307  0.07
H  -4.756  0.349  2.059  0.11
H  3.110  1.236  1.398  -0.01
H  1.667  1.254  2.013  0.02
H  0.279  2.215  -0.821  0.12
C  -3.591  3.908  1.595  -0.09
C  0.521  2.157  -1.862  -0.20
H  4.466  -0.233  0.142  0.15
H  -1.597  -3.308  -3.219  0.07
C  1.692  1.204  -2.004  -0.22
H  3.665  -0.932  2.460  0.11
O  -0.882  -0.721  -0.735  -0.11
H  -1.732  -0.297  -0.427  0.04
H  -0.142  -1.422  0.672  0.01
C  -6.086  -1.593  -1.201  -0.10
H  -3.116  0.670  -6.271  0.09
H  1.557  0.058  3.750  0.05
H  6.797  -2.709  3.322  0.12
C  2.563  1.739  -4.140  -0.06
O  -5.442  -0.754  -0.282  -0.20
H  2.564  -3.113  -0.652  0.10
H  -0.432  1.556  -3.550  0.13
H  -1.869  1.928  0.881  0.10
C  -2.293  1.225  1.654  -0.20
C  -1.894  2.223  -2.306  -0.19
C  4.043  -1.693  1.739  -0.21
H  -1.845  -2.191  -2.133  0.00
N  -3.146  0.357  0.810  -0.08
H  -1.836  3.330  -2.473  0.14
H  -3.568  0.997  0.125  0.10
O  4.245  -1.513  4.816  -0.21
H  1.016  -0.610  -4.126  -0.01
H  2.555  1.765  -1.534  0.14
O  0.593  -1.046  -4.863  -0.03
H  3.942  -3.978  0.057  0.09
H  6.308  -1.794  5.332  0.15
H  3.752  0.359  5.528  0.08
C  -2.868  2.080  2.790  -0.25
C  -4.104  -0.423  1.665  -0.16
H  -0.539  -0.068  -1.436  0.05
H  3.214  -0.992  6.486  0.08
H  -5.685  -1.855  1.403  0.14
H  -4.361  1.139  -5.061  0.07
H  -3.881  2.216  -3.034  0.13
H  3.497  2.007  -3.641  0.09
H  -6.635  -2.365  -0.691  0.08
C  5.714  -2.508  3.289  -0.25
H  5.110  -3.443  3.496  0.14
H  -4.136  -2.170  0.496  0.12
C  5.604  -1.536  4.433  -0.24
H  3.824  -3.640  -1.782  0.09
O  -3.950  2.849  2.452  -0.16
C  3.676  -3.284  -0.770  -0.09
N  5.435  -1.930  2.030  -0.07
H  5.870  -2.402  1.221  0.13
H  2.799  1.355  -5.149  0.11
H  -2.729  4.419  1.939  0.08
H  -2.012  2.656  3.179  0.13
C  -4.831  -1.417  0.795  -0.24
H  -6.814  -0.916  -1.664  0.10
H  1.842  2.581  -4.173  0.09
H  -3.238  0.618  -2.946  0.11
H  3.419  -2.574  1.878  0.11
H  -3.465  -0.965  2.413  0.15
O  -0.108  -1.884  1.549  -0.06
C  3.866  -1.190  0.291  -0.24

Output
HOMO-LUMO gap in eV: 9.30
LUMO level in eV: 0.539
Molar mass in g/mol: 507.66
Highest occupied orbital energy in Eh: -0.3221
SMILES: COCCNCCOC.COCCNCCOC.COCCNCCOC.O.O.O.O.O.O
Multiplicity: 1

***

Out of the structures above, which one is the least stable? Solution: #B.